1.
Molecular formula: C14H39N3NaO8P
Method: DFT, the ωB97M-V functional and the def2-TZVPD basis

* total charge: -2
* total energy: -1826.7217 hartree
* max |F|: 2.86 eV Å⁻¹
* gap between HOMO and LUMO: 2.924 eV
* E_LUMO: 3.80 eV
* ΔE to the lowest compared entry with this formula, charge and spin: 24.3 kcal/mol
* highest occupied orbital energy: 0.032 Eh

Element x y z (Å)
C  18.086  -24.925  11.687
O  17.127  -24.369  9.606
H  19.137  -21.668  8.714
H  17.452  -25.719  12.095
O  15.620  -22.987  8.150
C  20.874  -21.258  9.727
H  18.566  -24.456  12.553
H  19.425  -22.765  9.926
H  19.541  -23.826  2.847
H  21.097  -23.718  3.409
N  19.864  -22.178  9.228
H  20.393  -19.327  8.787
H  18.634  -20.922  12.732
H  16.490  -23.769  9.048
O  17.503  -21.409  7.510
H  21.176  -24.467  1.149
C  20.122  -29.859  8.100
H  22.481  -25.611  6.965
H  19.227  -21.306  3.403
C  20.433  -26.422  6.835
H  19.429  -22.132  13.756
C  21.064  -20.183  8.665
H  19.241  -26.390  8.471
C  21.607  -25.624  6.308
H  21.327  -28.394  6.366
H  18.478  -22.949  4.931
P  16.222  -22.138  6.973
C  20.912  -23.485  0.746
H  21.059  -20.408  5.095
H  21.573  -23.285  -0.104
O  20.794  -22.514  1.759
H  16.194  -23.863  11.374
Na  18.684  -23.375  7.270
H  21.432  -24.611  5.946
H  19.934  -23.527  0.236
H  19.387  -20.260  10.996
H  18.832  -25.367  11.031
H  21.076  -29.948  8.640
N  19.350  -22.459  5.172
H  20.492  -25.435  8.618
H  21.720  -27.688  7.967
H  20.215  -30.522  7.231
O  19.811  -28.561  7.683
O  15.085  -21.304  6.357
O  20.515  -21.547  12.112
C  19.952  -21.939  3.938
H  17.681  -22.943  10.991
O  16.675  -23.257  5.960
C  19.587  -21.238  13.159
H  19.369  -30.198  8.809
H  21.882  -26.159  5.386
H  18.993  -21.553  5.497
H  22.091  -19.827  8.571
C  17.197  -23.929  10.943
H  21.808  -21.792  9.920
C  21.136  -20.988  4.176
H  20.069  -20.430  13.719
H  19.718  -26.542  6.015
C  20.321  -23.054  2.964
C  20.425  -20.589  11.027
C  20.927  -27.825  7.217
H  21.124  -19.789  11.302
H  20.722  -20.560  7.698
H  21.210  -20.312  3.321
N  19.790  -25.718  7.932
H  22.119  -21.475  4.202

And the Mulliken charges, in e, turn out to be: C -0.953; O -0.434; H 0.346; H 0.368; O -0.829; C 0.322; H 0.222; H -0.155; H 0.510; H 0.134; N -0.154; H 0.422; H 0.342; H 0.385; O -0.639; H 0.310; C -0.784; H 0.380; H 0.332; C 0.554; H 0.215; C -1.240; H 0.183; C -1.447; H 0.383; H 0.226; P 0.242; C -0.756; H 0.431; H 0.254; O -0.341; H 0.399; Na 0.684; H 0.265; H 0.273; H 0.453; H 0.138; H 0.318; N -0.241; H 0.177; H 0.326; H 0.269; O -0.238; O -0.916; O -0.324; C 0.239; H 0.090; O -0.743; C -0.757; H 0.258; H 0.385; H 0.143; H 0.424; C -0.174; H 0.349; C -1.471; H 0.335; H 0.193; C -0.676; C -0.897; C -0.914; H 0.346; H 0.085; H 0.384; N -0.282; H 0.272

***

2.
Molecular formula: C14H40ClN2O8
Method: DFT, the ωB97M-V functional and the def2-TZVPD basis

* total charge: -1
* total energy: -1728.5424 hartree
* max |F|: 9.99 eV Å⁻¹
* gap between HOMO and LUMO: 6.805 eV
* E_LUMO: 2.78 eV
* ΔE to the lowest compared entry with this formula, charge and spin: 265.0 kcal/mol
* highest occupied orbital energy: -0.148 Eh

Element x y z (Å)
H  -25.031  14.739  -8.218
C  -26.211  10.571  -14.580
O  -22.930  11.572  -12.685
H  -25.580  12.939  -10.795
O  -28.224  16.281  -14.844
H  -24.324  16.337  -9.799
H  -23.289  11.179  -15.275
Cl  -24.425  13.516  -13.425
C  -25.875  14.828  -10.211
H  -26.246  13.526  -8.532
H  -28.901  13.610  -12.464
C  -26.002  14.577  -8.685
C  -22.999  10.280  -14.730
H  -22.990  12.050  -11.281
H  -26.804  15.063  -8.129
C  -26.645  11.370  -15.830
H  -21.352  12.546  -11.311
H  -23.683  11.897  -12.186
C  -28.584  14.903  -15.029
H  -26.826  10.754  -16.711
H  -29.928  17.204  -15.573
H  -26.804  14.615  -10.740
H  -26.806  9.685  -14.362
H  -26.625  15.075  -14.376
C  -25.820  16.795  -12.690
H  -27.646  11.775  -15.687
H  -28.784  16.916  -16.848
O  -22.638  14.085  -11.858
N  -24.966  13.739  -10.746
H  -22.282  12.337  -9.097
H  -21.919  10.191  -14.608
O  -24.739  16.451  -11.754
H  -26.302  17.727  -12.396
H  -27.935  15.017  -12.423
H  -23.245  9.587  -12.702
H  -28.405  18.140  -15.749
H  -29.608  14.825  -14.663
H  -25.221  10.131  -14.703
H  -22.819  8.489  -15.379
H  -23.521  14.049  -12.232
H  -28.479  14.631  -16.079
H  -27.973  12.847  -14.623
H  -21.889  14.011  -9.183
O  -26.225  11.233  -13.369
H  -24.394  14.034  -9.758
H  -24.936  13.806  -11.754
H  -25.814  13.823  -13.849
H  -25.415  17.121  -13.648
C  -27.941  13.996  -12.806
C  -28.860  17.150  -15.786
O  -23.555  9.101  -15.299
H  -25.927  17.061  -10.155
C  -27.715  13.855  -14.301
H  -25.457  11.803  -13.287
C  -23.461  10.455  -13.325
H  -24.535  10.552  -13.486
N  -26.356  14.138  -14.640
O  -23.865  13.517  -9.146
O  -25.790  12.489  -16.145
H  -27.074  13.457  -12.424
H  -25.979  13.081  -15.413
C  -22.351  12.906  -11.066
C  -22.557  13.261  -9.605
H  -26.584  16.018  -12.672
C  -25.214  16.284  -10.427

And the Mulliken charges, in e, turn out to be: H 0.364; C 0.076; O -0.304; H 0.292; O -0.202; H 0.310; H 0.271; Cl -0.251; C 0.471; H 0.339; H 0.301; C -1.474; C -0.950; H 0.289; H 0.382; C -0.820; H 0.382; H -0.031; C -1.389; H 0.524; H 0.331; H 0.240; H 0.457; H 0.378; C -0.825; H 0.358; H 0.337; O -0.634; N 1.014; H 0.291; H 0.449; O -0.299; H 0.474; H 0.503; H 0.426; H 0.259; H 0.459; H -0.095; H 0.376; H -0.007; H 0.487; H -0.091; H 0.283; O -0.534; H 0.452; H -0.675; H -1.046; H 0.263; C -1.861; C -0.889; O -0.577; H 0.442; C 1.407; H -0.234; C 0.300; H 0.114; N -0.262; O -0.588; O -0.717; H 0.463; H 0.711; C -0.013; C -0.898; H 0.166; C -0.770

***

3.
Molecular formula: C14H41O23P5
Method: DFT, the ωB97M-V functional and the def2-TZVPD basis

* total charge: 0
* structure (SMILES): O=C(OCOO)OP(O)O.COP(=O)(OC)OC.COP(=O)(OC)OC.COP(=O)(OC)OC.COP(=O)(OC)OC
* total energy: -3995.2749 hartree
* max |F|: 7.35 eV Å⁻¹
* gap between HOMO and LUMO: 7.170 eV
* E_LUMO: -1.73 eV
* highest occupied orbital energy: -0.327 Eh

Element x y z (Å)
H  -4.520  -2.203  -1.422
O  -8.955  -3.243  -4.775
H  5.190  -2.216  -1.596
H  7.931  -1.242  -2.474
C  -7.153  -2.069  -6.547
H  -9.081  -4.759  -3.053
O  0.805  3.982  3.092
O  4.427  -0.372  3.140
C  3.604  6.697  2.941
H  3.997  6.831  1.934
H  -8.721  -4.463  -1.346
H  -1.451  -3.236  -1.689
O  -2.161  -1.265  -1.549
C  0.077  6.361  4.515
H  4.928  -3.099  -0.079
O  2.122  0.956  4.710
H  5.672  2.123  -2.398
H  2.395  1.114  3.790
C  -10.130  -2.601  -5.276
C  5.138  2.397  -1.492
O  -1.135  -0.876  0.599
H  -0.430  -0.559  3.092
H  -4.037  -3.899  -1.557
H  -0.622  0.474  -0.925
O  5.649  1.697  -0.351
C  -4.254  -3.092  -0.859
P  5.548  0.082  -0.420
H  2.511  4.326  1.168
H  0.228  0.634  0.617
C  -1.532  -2.321  -2.274
P  1.927  4.750  3.677
H  -1.453  1.184  0.488
C  3.975  -1.696  3.213
O  5.352  -0.103  4.211
H  4.258  4.071  1.375
O  3.191  3.895  3.114
O  2.668  -3.176  5.208
C  5.636  -2.503  -0.650
C  2.214  -2.189  4.681
H  3.146  2.688  1.452
H  -0.708  5.765  4.055
O  2.581  -1.768  3.437
C  3.267  3.744  1.686
O  2.303  6.112  2.846
O  6.385  -0.057  -1.819
H  -7.387  -4.776  -2.483
O  1.227  -1.480  5.267
H  8.143  -0.644  -0.824
O  -8.265  -2.901  -2.548
O  -3.091  -2.899  -0.032
H  0.394  7.156  3.844
H  4.169  -2.133  2.235
O  1.175  5.520  4.886
O  6.005  -1.370  0.151
H  4.767  0.155  4.941
H  -6.171  -1.675  -6.797
O  -6.416  -3.006  -4.019
O  -7.593  -1.420  -5.346
H  8.347  0.460  -2.201
H  -10.070  -1.515  -5.213
P  -7.765  -2.378  -4.022
O  4.090  -0.114  -0.566
H  4.553  -2.247  3.949
P  -2.526  -1.414  0.037
H  -2.126  -2.529  -3.163
C  -8.367  -4.316  -2.365
H  -10.996  -2.946  -4.711
C  -0.736  0.436  0.155
H  -7.859  -1.820  -7.339
H  5.298  3.456  -1.297
H  -7.098  -3.147  -6.441
O  -3.592  -0.499  0.439
H  4.300  6.075  3.503
H  -10.256  -2.878  -6.322
H  -0.291  6.803  5.439
H  6.537  -3.088  -0.837
H  -5.083  -3.383  -0.220
C  7.779  -0.387  -1.818
P  0.766  0.094  4.761
H  3.524  7.671  3.423
O  0.296  0.064  3.223
H  -0.535  -2.001  -2.580
H  4.072  2.201  -1.604

And the Mulliken charges, in e, turn out to be: H 0.395; O -0.369; H 0.391; H 0.243; C -0.711; H 0.292; O -0.649; O -0.160; C -0.762; H 0.237; H 0.246; H 0.368; O -0.404; C -0.612; H 0.269; O -0.233; H 0.330; H 0.214; C -0.776; C -0.728; O 0.002; H 0.292; H 0.267; H 0.363; O -0.451; C -0.736; P 1.546; H 0.460; H 0.200; C -0.746; P 1.342; H 0.314; C -0.002; O -0.391; H 0.254; O -0.302; O -0.561; C -0.820; C 0.856; H 0.182; H 0.269; O -0.282; C -0.700; O -0.384; O -0.404; H 0.262; O -0.309; H 0.368; O -0.431; O -0.408; H 0.281; H -0.133; O -0.477; O -0.417; H 0.320; H 0.261; O -0.633; O -0.453; H 0.284; H 0.370; P 1.387; O -0.609; H 0.582; P 0.930; H 0.258; C -0.588; H 0.288; C -0.686; H 0.258; H 0.245; H 0.366; O -0.697; H 0.352; H 0.236; H 0.237; H 0.274; H 0.339; C -0.785; P -0.300; H 0.281; O 0.035; H 0.271; H 0.292